1.
{
  "formula": "H30O15",
  "method": "ωB97M-V/def2-TZVPD",
  "homo_energy_ev": -10.9603,
  "orbital_gap_ev": 10.5,
  "fmax_ev_per_a": 1.2,
  "mol_weight_da": 270.22,
  "energy_ha": -1146.5415,
  "e_above_lowest_kj_mol": 258.7,
  "elements": ["O", "O", "O", "O", "O", "O", "O", "O", "O", "O", "O", "O", "O", "O", "O", "H", "H", "H", "H", "H", "H", "H", "H", "H", "H", "H", "H", "H", "H", "H", "H", "H", "H", "H", "H", "H", "H", "H", "H", "H", "H", "H", "H", "H", "H"],
  "positions_angstrom": [[3.7361, -1.4840, -1.1152], [4.6097, 3.0535, -0.4798], [-1.1939, 1.3347, 2.9605], [2.3618, -1.8171, 0.9638], [-2.8407, -3.3372, -1.4834], [-1.3573, -2.0682, 0.6817], [-3.4071, 4.5893, 1.4556], [1.0726, -2.3651, 3.4000], [-0.5042, 0.2089, -0.5481], [-5.1202, -0.1135, 0.3111], [-3.1702, -0.3070, -1.8829], [2.9655, 0.7586, 1.5792], [-0.6033, 2.4747, -1.8814], [2.3588, 1.4433, -2.3270], [0.3494, -2.2057, -1.3699], [1.1570, -1.4767, 3.0359], [-2.4763, -0.2550, -1.2159], [1.8849, -2.4903, 3.9035], [-4.1879, 4.0823, 1.2060], [-0.4715, -2.2058, 1.0357], [-0.5761, 3.4112, -2.1077], [-2.7002, 4.2093, 0.9219], [1.6597, 0.8053, -2.5090], [2.2332, 1.2979, 1.8984], [0.6229, -2.9244, -0.7888], [-1.1343, 0.3858, 2.8021], [2.9136, -0.0448, 2.1091], [0.1150, 0.9460, -0.5009], [0.1283, -1.4874, -0.7665], [2.1058, -2.5379, 1.5501], [-0.3168, 1.6654, 2.7363], [-2.7127, -0.1267, -2.7118], [-1.2675, -2.2641, -0.2577], [-0.9174, 0.1937, 0.3226], [2.1635, 2.1800, -2.9170], [-2.0326, -3.8612, -1.5215], [-4.5590, -0.4043, -0.4165], [4.4815, -1.1735, -1.6415], [3.0489, -1.6656, -1.7661], [-1.4410, 2.1692, -2.2474], [3.7448, 3.1254, -0.8990], [-5.2516, 0.8267, 0.1446], [4.4094, 2.8105, 0.4311], [3.0903, -2.1814, 0.4484], [-2.9707, -3.1747, -0.5423]],
  "forces_ev_per_angstrom": [[0.4, -0.1, -0.7], [-0.1, 0.3, 0.1], [0.3, -0.1, -0.3], [-0.5, -0.8, 0.8], [0.2, -0.1, 0.1], [-0.3, 0.0, 0.8], [0.0, -0.1, -0.2], [0.0, 0.0, -0.1], [0.1, 0.1, 0.5], [0.0, 0.2, 0.2], [0.0, 0.4, 0.0], [-0.2, 0.6, 0.4], [-0.1, 0.5, -0.3], [0.0, 0.1, -0.1], [0.2, -0.8, -0.4], [0.0, 0.0, 0.1], [0.2, 0.0, -0.1], [-0.1, 0.0, 0.1], [0.0, 0.1, 0.1], [-0.1, -0.1, 0.2], [0.1, 0.0, 0.0], [0.0, 0.0, 0.1], [0.0, 0.0, 0.1], [0.2, 0.1, 0.0], [0.3, 0.0, -0.2], [-0.2, -0.1, 0.1], [0.1, -0.2, -0.4], [0.0, 0.2, -0.4], [0.4, 0.8, -0.3], [-0.1, -0.1, 0.2], [-0.1, 0.1, 0.1], [-0.1, -0.3, 0.1], [-0.2, -0.1, -0.2], [-0.1, -0.2, 0.1], [0.0, -0.1, 0.0], [-0.1, 0.0, -0.1], [-0.1, 0.0, -0.2], [0.0, 0.1, 0.2], [-0.2, 0.1, 0.1], [0.0, -0.1, 0.2], [0.1, -0.2, 0.0], [0.0, -0.2, 0.0], [0.0, -0.2, -0.1], [0.2, 0.5, -0.4], [-0.2, -0.1, 0.0]],
  "mulliken_charge": [-0.613, -0.617, -0.604, -0.518, -0.614, -0.629, -0.620, -0.655, -0.582, -0.650, -0.705, -0.549, -0.500, -0.518, -0.616, 0.278, 0.433, 0.341, 0.315, 0.367, 0.256, 0.305, 0.269, 0.270, 0.389, 0.290, 0.246, 0.167, 0.304, 0.336, 0.306, 0.274, 0.251, 0.307, 0.276, 0.280, 0.374, 0.281, 0.284, 0.274, 0.294, 0.295, 0.298, 0.282, 0.346]
}

=====

2.
{
  "formula": "C6H10O3Sm",
  "method": "ωB97M-V/def2-TZVPD",
  "homo_energy_ev": [-16.1412, -16.1414],
  "orbital_gap_ev": [6.8, 7.0],
  "fmax_ev_per_a": 5.2,
  "mol_weight_da": 280.50,
  "total_charge": 2,
  "energy_ha": -1117.5525,
  "e_above_lowest_kj_mol": 215.6,
  "spin_multiplicity": 7,
  "elements": ["Sm", "O", "O", "O", "C", "C", "C", "C", "C", "C", "H", "H", "H", "H", "H", "H", "H", "H", "H", "H"],
  "positions_angstrom": [[0.8657, 4.4617, -1.5047], [-0.0368, 0.3778, 0.5943], [-0.9483, 1.9996, -0.4722], [1.2411, 2.1012, -0.1064], [-1.7277, 0.1599, 0.0501], [1.3696, -1.2407, -0.5756], [2.4537, -1.0529, -1.3273], [1.1357, -0.5070, 0.7025], [-2.2720, -0.6973, 1.1675], [0.1127, 1.6729, 0.1220], [3.1600, -0.2466, -1.1172], [-1.4587, -0.4321, -0.8316], [0.6018, -1.9575, -0.8795], [-2.5682, 0.7497, -0.3239], [1.9634, 0.1633, 0.9488], [-3.2510, -1.0679, 0.8363], [-1.6517, -1.5780, 1.3706], [2.6073, -1.6234, -2.2444], [-2.4253, -0.1060, 2.0786], [0.8287, -1.1765, 1.5122]],
  "forces_ev_per_angstrom": [[-0.3, -1.7, 0.9], [-0.9, 2.5, 0.7], [1.2, 2.3, 1.1], [1.3, 2.3, 0.5], [-3.0, -4.2, -1.1], [0.0, 0.0, -0.4], [-0.5, 0.4, -0.2], [0.1, -0.7, 0.0], [0.9, 0.1, 0.3], [-0.7, -2.0, -3.7], [0.0, -0.5, 0.2], [0.4, 0.2, 0.4], [0.3, 0.0, 0.2], [0.8, 1.0, 0.7], [-0.2, -0.3, 0.2], [0.1, 0.3, -0.1], [-0.1, 0.3, 0.2], [0.0, 0.1, 0.3], [0.0, -0.2, -0.1], [0.5, 0.2, 0.0]],
  "mulliken_charge": [1.740, -0.189, -0.642, -0.713, -0.157, 0.046, -0.795, -0.495, -1.013, 0.952, 0.251, 0.296, 0.333, 0.397, 0.414, 0.394, 0.321, 0.296, 0.302, 0.263]
}

=====

3.
{
  "formula": "C8H12NO3",
  "method": "ωB97M-V/def2-TZVPD",
  "homo_energy_ev": [-14.2261, -14.2184],
  "orbital_gap_ev": [7.1, 7.1],
  "fmax_ev_per_a": 4.1,
  "mol_weight_da": 170.19,
  "total_charge": 1,
  "energy_ha": -592.0949,
  "e_above_lowest_kj_mol": 344.1,
  "elements": ["O", "O", "O", "N", "C", "C", "C", "C", "C", "C", "C", "C", "H", "H", "H", "H", "H", "H", "H", "H", "H", "H", "H", "H"],
  "positions_angstrom": [[0.9247, -0.7293, 1.7445], [-4.1186, 0.2530, 0.7883], [1.9937, 0.4357, 0.2180], [-1.2206, -1.0088, 0.4749], [-0.1854, -0.5479, -0.3332], [-2.0157, 1.4436, 0.4479], [-0.8915, 1.7762, -0.4299], [-3.1545, 0.8057, 0.4635], [-2.2011, -1.9316, -0.1195], [1.0428, -0.2968, 0.6161], [3.2015, 0.6852, 1.1148], [-0.5931, 0.5668, -1.2766], [3.0851, 0.3739, 2.1478], [0.0570, 2.1372, -0.0006], [0.0615, -1.4799, -0.8854], [0.2034, 0.7053, -2.0070], [-1.1971, 2.5442, -1.1509], [-1.5611, -2.9096, -0.2904], [-2.5859, -1.4767, -1.1000], [-2.9893, -2.1129, 0.6576], [-1.5658, 0.3597, -1.7725], [3.2785, 1.7506, 1.0431], [3.9829, 0.1158, 0.6704], [-1.0999, -1.1136, 1.4463]],
  "forces_ev_per_angstrom": [[0.2, -0.3, -0.2], [0.1, 0.4, -0.6], [2.3, 1.1, -0.8], [-3.6, 1.9, -0.9], [2.2, -1.4, -0.4], [2.5, -0.5, -0.2], [0.0, 0.5, 0.2], [-1.0, -0.7, 0.8], [1.0, -0.7, -0.1], [-2.5, -0.8, 2.0], [-1.5, -0.2, -0.4], [-0.4, -0.7, -0.7], [-0.6, -0.1, -0.1], [-0.8, 0.1, 0.6], [0.5, 0.7, -0.5], [-0.2, 0.3, 0.0], [-0.3, 0.2, 0.1], [-1.7, 1.6, 0.0], [0.4, -1.1, 1.5], [0.5, 0.1, -1.1], [0.9, -0.5, -0.1], [0.5, 0.4, -0.1], [0.7, 0.0, -0.5], [0.9, -0.1, 1.4]],
  "mulliken_charge": [-0.643, -0.301, -0.323, -0.203, -0.034, -0.306, -0.399, 0.757, -0.903, 0.567, -0.655, -0.861, 0.349, 0.349, 0.459, 0.476, 0.421, 0.398, 0.287, 0.363, 0.360, 0.263, 0.282, 0.299]
}

=====

4.
{
  "formula": "C3H8N4O",
  "method": "ωB97M-V/def2-TZVPD",
  "homo_energy_ev": -9.3196,
  "orbital_gap_ev": 10.1,
  "fmax_ev_per_a": 3.7,
  "mol_weight_da": 116.12,
  "energy_ha": -413.3474,
  "e_above_lowest_kj_mol": 180.1,
  "elements": ["O", "N", "N", "N", "N", "C", "C", "C", "H", "H", "H", "H", "H", "H", "H", "H"],
  "positions_angstrom": [[-0.5819, 1.6590, -0.8098], [2.3597, -1.1438, -0.4400], [2.0063, 0.8165, 0.7114], [-2.3944, -1.0977, -0.0471], [0.2110, -0.4657, -0.0656], [-0.6874, 0.6156, -0.1292], [-2.0352, 0.1836, 0.5778], [1.5837, -0.3613, 0.1115], [-3.0981, -1.4486, 0.4965], [-0.2087, -1.4593, -0.0256], [-2.7157, 1.0770, 0.5427], [-2.8482, -1.0066, -0.9410], [2.0765, 1.5135, -0.0793], [-1.8048, 0.0907, 1.6416], [2.9355, 0.5838, 0.9755], [1.8735, -2.0152, -0.6038]],
  "forces_ev_per_angstrom": [[0.6, -2.7, 2.4], [2.4, -2.7, 0.7], [-0.1, 1.5, -1.2], [1.1, 1.2, -0.3], [-1.5, -1.1, 0.7], [-1.5, 0.6, -1.2], [1.3, 1.9, -1.1], [-2.0, 1.8, -1.4], [-2.1, -1.7, 1.9], [0.5, 2.6, 0.0], [0.1, -1.0, -0.5], [0.3, 0.6, -0.5], [-0.2, -0.5, 1.4], [0.0, -0.6, -0.1], [1.1, 0.3, 0.3], [0.0, -0.2, -0.9]],
  "mulliken_charge": [-0.572, -0.668, -0.615, -0.547, -0.134, 0.392, -0.455, 0.403, 0.217, 0.379, 0.296, 0.179, 0.277, 0.293, 0.342, 0.214]
}